# 1
A 2-piece molecular cluster, C3H11N2O overall at a distorted geometry. Source: the OMol25 dataset; level of theory: ωB97M-V with the def2-TZVPD basis set.

```
17
Properties=species:S:1:pos:R:3:lowdin_charge:R:1
C -1.322 0.168 -1.537 -0.08
C 0.183 0.108 -1.768 -0.16
N 0.940 0.641 -0.580 0.07
C 0.891 0.078 0.615 -0.16
N 1.294 0.609 1.735 0.21
H -1.669 0.641 -0.631 0.07
H -1.844 0.644 -2.370 0.08
H -1.728 -0.844 -1.530 0.08
H 0.466 -0.936 -1.833 0.12
H 0.507 0.675 -2.629 0.12
H 1.071 1.646 -0.536 0.16
H 0.515 -0.934 0.571 0.13
H 1.682 1.539 1.820 0.14
H 1.177 0.192 2.644 0.14
H -2.275 -1.013 1.364 0.06
H -1.352 -2.243 1.580 0.07
O -1.375 -1.329 1.256 -0.06
```

Output
LUMO: -3.1 eV
net charge: +1
strongest force on any atom: 1.9 eV/Å
Kohn-Sham gap: 0.434 hartree
relative energy (zero: lowest compared OMol25 entry of this formula, charge and spin): 0.8451 eV

***

# 2
A 2-piece molecular cluster, C3H11N2O overall at a distorted geometry. Source: the OMol25 dataset; level of theory: ωB97M-V with the def2-TZVPD basis set.

```
17
Properties=species:S:1:pos:R:3:lowdin_charge:R:1
C -2.157 1.396 -1.319 -0.06
C -1.947 0.137 -0.499 -0.19
N 1.507 -0.902 -0.117 0.13
C 0.228 -0.578 0.256 -0.14
N -0.611 -0.573 -0.687 0.05
H -2.763 1.266 -2.226 0.08
H -1.042 1.707 -1.708 0.14
H -2.444 2.232 -0.799 0.04
H -2.661 -0.640 -0.756 0.11
H -2.161 0.200 0.583 0.13
H 1.805 -1.105 -1.064 0.12
H 2.371 -0.765 0.529 0.13
H 0.215 0.160 1.143 0.21
H -0.449 -0.963 -1.628 0.19
H 3.271 -1.298 3.023 0.13
H 3.863 0.102 2.675 0.08
O 2.972 -0.376 2.595 -0.15
```

Output
LUMO: -3.7 eV
net charge: +1
strongest force on any atom: 6.5 eV/Å
Kohn-Sham gap: 0.407 hartree
relative energy (zero: lowest compared OMol25 entry of this formula, charge and spin): 2.1032 eV

***

# 3
A 2-piece molecular cluster, C3H11N2O overall at a distorted geometry. Source: the OMol25 dataset; level of theory: ωB97M-V with the def2-TZVPD basis set.

```
17
Properties=species:S:1:pos:R:3:lowdin_charge:R:1
C -1.655 0.946 1.532 0.02
C -0.315 1.090 0.947 -0.53
O -0.170 1.114 -0.263 0.00
N 0.773 1.422 1.755 0.16
H -1.618 0.397 2.392 0.06
H -2.192 0.246 0.836 0.12
H 1.743 1.355 1.308 0.15
H 0.704 1.729 2.749 0.14
H -2.166 1.880 1.638 0.10
C 0.108 -1.789 -1.475 -0.04
N 1.174 -0.725 -1.690 0.08
H 2.099 -1.128 -1.545 0.15
H 0.989 -0.285 -2.589 0.15
H 0.790 0.123 -0.928 0.15
H -0.849 -1.284 -1.561 0.10
H 0.303 -2.488 -0.766 0.05
H 0.282 -2.605 -2.339 0.15
```

Output
LUMO: -3.1 eV
net charge: +1
strongest force on any atom: 5.7 eV/Å
Kohn-Sham gap: 0.417 hartree
relative energy (zero: lowest compared OMol25 entry of this formula, charge and spin): 1.5198 eV

***

# 4
A 2-piece molecular cluster, C3H11N2O overall at a distorted geometry. Source: the OMol25 dataset; level of theory: ωB97M-V with the def2-TZVPD basis set.

```
17
Properties=species:S:1:pos:R:3:lowdin_charge:R:1
C -0.126 -1.810 0.816 -0.03
C 0.292 -0.564 0.073 -0.29
C 1.301 0.255 0.352 -0.15
N 2.486 -0.129 0.990 0.09
N -0.590 -0.194 -1.063 0.22
H 0.541 -1.997 1.651 0.08
H -1.156 -1.659 1.170 0.09
H -0.235 -2.676 0.155 0.09
H 1.352 1.305 0.071 0.13
H 2.575 -1.118 1.165 0.09
H 2.665 0.490 1.776 0.11
H -0.062 -0.267 -1.935 0.18
H -1.469 -0.697 -1.158 0.17
H -0.803 0.817 -1.044 0.11
H -2.310 2.978 -0.331 0.07
H -2.429 2.929 -1.679 0.08
O -2.033 2.338 -1.009 -0.06
```

Output
LUMO: -3.2 eV
net charge: +1
strongest force on any atom: 1.9 eV/Å
Kohn-Sham gap: 0.352 hartree
relative energy (zero: lowest compared OMol25 entry of this formula, charge and spin): 1.7435 eV

***

# 5
A 2-piece molecular cluster, C3H11N2O overall at a distorted geometry. Source: the OMol25 dataset; level of theory: ωB97M-V with the def2-TZVPD basis set.

```
17
Properties=species:S:1:pos:R:3:lowdin_charge:R:1
C -1.933 0.575 1.585 0.01
C -1.362 -0.627 0.790 -0.51
O -0.227 -0.406 0.313 -0.05
N -1.938 -1.818 0.736 0.20
H -1.359 1.446 1.331 0.07
H -1.815 0.598 2.668 0.09
H -1.492 -2.590 0.276 0.13
H -2.620 -1.997 1.462 0.13
H -2.956 0.684 1.241 0.08
C 2.162 -0.095 -1.799 0.03
N 1.769 1.078 -0.838 0.14
H 1.729 2.015 -1.225 0.16
H 0.827 0.819 -0.509 0.09
H 2.399 1.090 -0.040 0.16
H 1.314 -0.754 -1.705 0.08
H 3.157 -0.402 -1.515 0.09
H 2.343 0.382 -2.773 0.10
```

Output
LUMO: -3.1 eV
net charge: +1
strongest force on any atom: 3.6 eV/Å
Kohn-Sham gap: 0.393 hartree
relative energy (zero: lowest compared OMol25 entry of this formula, charge and spin): 0.6166 eV

***

# 6
A 2-piece molecular cluster, C3H11N2O overall at a distorted geometry. Source: the OMol25 dataset; level of theory: ωB97M-V with the def2-TZVPD basis set.

```
17
Properties=species:S:1:pos:R:3:lowdin_charge:R:1
C 1.868 -0.209 1.793 0.08
N 0.897 0.840 1.077 0.14
H -0.065 0.546 1.374 0.14
H 0.878 0.818 0.069 0.09
H 0.962 1.763 1.518 0.18
H 2.847 0.078 1.516 0.09
H 1.875 -0.264 2.893 0.12
H 1.360 -1.090 1.347 0.09
C 0.052 0.090 -2.070 0.10
C -0.908 -0.112 -0.898 -0.35
O -1.820 0.543 -0.437 0.36
N -0.650 -1.174 0.083 0.23
H 0.127 -0.860 -2.562 0.12
H 0.838 0.779 -1.784 0.11
H -1.307 -1.211 0.919 0.19
H -0.727 -2.147 -0.215 0.16
H -0.471 0.792 -2.758 0.14
```

Output
LUMO (spin up / spin down): -9.7 / -13.8 eV
net charge: +2
strongest force on any atom: 4.1 eV/Å
Kohn-Sham gap (spin up / spin down): 0.462 / 0.302 hartree
2S+1: 2
relative energy (zero: lowest compared OMol25 entry of this formula, charge and spin): 2.8737 eV

***

# 7
A 2-piece molecular cluster, C3H11N2O overall at a distorted geometry. Source: the OMol25 dataset; level of theory: ωB97M-V with the def2-TZVPD basis set.

```
17
Properties=species:S:1:pos:R:3:lowdin_charge:R:1
C -1.678 0.251 -1.166 0.04
C -0.496 0.174 -0.281 -0.13
C 0.813 -0.175 -0.651 -0.03
N 1.095 -0.906 -1.693 0.28
N -0.615 0.955 0.987 0.26
H -1.687 1.250 -1.611 0.14
H -1.591 -0.431 -2.009 0.11
H -2.610 0.130 -0.602 0.13
H 1.650 0.330 -0.193 0.16
H 0.400 -1.603 -1.993 0.18
H 2.061 -1.233 -1.745 0.18
H 0.065 1.731 1.105 0.21
H -1.529 1.416 0.959 0.18
H -0.597 0.317 1.803 0.18
H 1.129 -1.310 2.069 0.08
H 2.096 -0.491 2.889 0.10
O 1.495 -0.406 2.132 -0.05
```

Output
LUMO (spin up / spin down): -8.7 / -11.9 eV
net charge: +2
strongest force on any atom: 2.0 eV/Å
Kohn-Sham gap (spin up / spin down): 0.398 / 0.303 hartree
2S+1: 2
relative energy (zero: lowest compared OMol25 entry of this formula, charge and spin): 0.2210 eV

***

# 8
A 2-piece molecular cluster, C3H11N2O2 overall. Source: the OMol25 dataset; level of theory: ωB97M-V with the def2-TZVPD basis set.

```
18
Properties=species:S:1:pos:R:3:lowdin_charge:R:1
O -0.295 1.062 2.823 0.06
C -1.145 1.811 2.424 -0.33
O -1.094 2.318 1.190 0.10
H -2.030 2.098 2.999 0.16
H -1.788 2.989 1.079 0.14
C 0.721 -1.253 -1.522 -0.29
N 0.256 -0.815 -2.833 0.01
C 0.183 -0.314 -0.472 -0.16
N 0.829 -0.585 0.870 0.19
H 1.812 -1.215 -1.531 0.12
H 0.443 -2.286 -1.268 0.12
H 0.371 -1.574 -3.496 0.09
H -0.747 -0.652 -2.815 0.08
H -0.891 -0.393 -0.321 0.13
H 0.415 0.716 -0.706 0.13
H 0.350 -0.049 1.617 0.09
H 0.811 -1.581 1.097 0.17
H 1.801 -0.278 0.863 0.17
```

Output
LUMO: -3.1 eV
net charge: +1
strongest force on any atom: 0.5 eV/Å
Kohn-Sham gap: 0.378 hartree
relative energy (zero: lowest compared OMol25 entry of this formula, charge and spin): 1.3020 eV

***

# 9
An isolated molecule of C3H11N2OP at a distorted geometry. Source: the OMol25 dataset; level of theory: ωB97M-V with the def2-TZVPD basis set.

```
18
Properties=species:S:1:pos:R:3:lowdin_charge:R:1
C -0.840 -1.993 -1.687 -0.19
N -0.026 -0.873 -1.178 -0.31
P -0.764 0.088 0.073 0.86
C -1.139 1.595 -0.984 -0.30
N 0.662 0.624 0.859 -0.24
C 0.670 1.144 2.207 -0.39
O 1.656 0.532 2.972 -0.05
H -0.953 -2.759 -0.883 0.07
H -1.927 -1.685 -1.870 0.09
H -0.431 -2.443 -2.545 0.04
H 0.811 -1.054 -0.693 0.02
H -1.634 2.317 -0.293 0.02
H -0.485 2.211 -1.527 0.00
H -1.858 1.208 -1.762 0.03
H 1.543 0.823 0.513 0.06
H -0.294 0.961 2.686 0.10
H 0.729 2.236 2.334 0.11
H 2.231 0.052 2.371 0.08
```

Output
LUMO: 0.9 eV
net charge: 0
SMILES: CNP(C)NCO
strongest force on any atom: 3.1 eV/Å
Kohn-Sham gap: 0.344 hartree
relative energy (zero: lowest compared OMol25 entry of this formula, charge and spin): 1.9134 eV

***

# 10
A 2-piece molecular cluster, C3H11N2OS overall at a distorted geometry. Source: the OMol25 dataset; level of theory: ωB97M-V with the def2-TZVPD basis set.

```
18
Properties=species:S:1:pos:R:3:lowdin_charge:R:1
C -2.648 1.332 0.208 -0.12
C -2.427 -0.101 -0.182 -0.26
C -1.048 -0.514 -0.525 -0.33
N -0.649 -1.797 -0.442 0.15
N 3.829 0.327 0.668 0.06
O 1.716 -0.314 -0.786 -0.52
S 0.492 0.679 -1.140 0.96
H -2.633 2.147 -0.555 0.10
H -3.623 1.336 0.926 0.14
H -1.827 1.598 0.921 0.08
H -2.797 -0.422 -1.254 0.18
H -2.850 -0.812 0.606 0.15
H -1.295 -2.505 -0.167 0.13
H 0.384 -2.006 -0.379 0.14
H 4.453 -0.208 0.051 0.08
H 4.398 1.122 0.649 0.03
H 4.049 0.165 1.629 0.06
H 2.475 -0.027 -0.230 -0.04
```

Output
LUMO: -4.2 eV
net charge: +1
strongest force on any atom: 4.2 eV/Å
Kohn-Sham gap: 0.329 hartree
relative energy (zero: lowest compared OMol25 entry of this formula, charge and spin): 1.8627 eV

***

# 11
An isolated molecule of C3H11N2PS at a distorted geometry. Source: the OMol25 dataset; level of theory: ωB97M-V with the def2-TZVPD basis set.

```
18
Properties=species:S:1:pos:R:3:lowdin_charge:R:1
C -0.936 0.592 -1.310 -0.16
C -0.947 1.239 1.006 -0.17
C -0.530 0.172 0.068 -0.57
N 1.438 -1.562 -0.941 -0.15
N 1.695 -1.149 1.497 -0.18
P 1.357 -0.226 0.086 0.13
S 2.602 1.157 -0.352 0.35
H -2.065 0.693 -1.326 0.11
H -0.511 1.448 -1.721 0.04
H -0.496 -0.169 -1.987 0.06
H -2.001 1.394 1.031 0.05
H -0.417 2.190 0.653 0.09
H -0.653 1.085 2.142 0.11
H -0.870 -0.856 0.329 0.11
H 1.103 -1.482 -1.911 0.05
H 2.474 -1.924 -0.707 0.11
H 1.225 -2.069 1.482 0.02
H 2.575 -1.091 1.989 0.02
```

Output
LUMO (spin up / spin down): 0.9 / -3.1 eV
net charge: 0
strongest force on any atom: 6.7 eV/Å
Kohn-Sham gap (spin up / spin down): 0.146 / 0.246 hartree
2S+1: 3
relative energy (zero: lowest compared OMol25 entry of this formula, charge and spin): 1.9381 eV

***

# 12
A 2-piece molecular cluster, C3H11N2S2 overall at a distorted geometry. Source: the OMol25 dataset; level of theory: ωB97M-V with the def2-TZVPD basis set.

```
18
Properties=species:S:1:pos:R:3:lowdin_charge:R:1
C -0.503 2.242 -2.247 -0.52
S -1.097 0.631 -2.822 0.35
S -2.819 0.523 -1.665 0.33
H -1.151 3.001 -2.719 0.04
H 0.548 2.318 -2.636 0.05
H -0.561 2.318 -1.128 0.01
H -2.325 -0.415 -0.837 -0.24
C 0.717 0.673 0.917 -0.03
N 1.071 -0.734 0.941 0.01
C 0.388 -1.646 1.587 -0.12
N 0.801 -2.888 1.837 0.20
H 0.888 1.089 -0.103 0.09
H 1.271 1.265 1.644 0.10
H -0.397 0.709 1.101 0.11
H 1.981 -1.001 0.504 0.19
H -0.576 -1.306 1.992 0.17
H 1.557 -3.303 1.289 0.15
H 0.207 -3.475 2.345 0.11
```

Output
LUMO: -3.9 eV
net charge: +1
strongest force on any atom: 2.5 eV/Å
Kohn-Sham gap: 0.290 hartree
relative energy (zero: lowest compared OMol25 entry of this formula, charge and spin): 0.8622 eV

***

| no. | E (eV) |
| --- | --- |
| 1 | -8310.947 |
| 2 | -8309.689 |
| 3 | -8310.272 |
| 4 | -8310.049 |
| 5 | -8311.176 |
| 6 | -8295.335 |
| 7 | -8297.987 |
| 8 | -10358.450 |
| 9 | -17604.820 |
| 10 | -19143.949 |
| 11 | -26389.100 |
| 12 | -27933.532 |